[1]
The following is a quantum chemistry calculation of 3 unconnected molecules or ions with the total composition C5H10O2, from the OMol25 dataset.

CARTESIAN COORDINATES (ANGSTROEM)
1 O 2.68105 0.56823 0.49751
2 C 2.54178 -0.38938 -0.22117
3 C 0.06487 -1.36794 0.08895
4 C -0.77668 -0.35118 0.16386
5 C -1.83550 0.25945 -0.71789
6 O -2.30680 1.05388 0.38460
7 C -1.29855 0.52814 1.26921
8 H 1.06934 1.65234 -0.16220
9 H 2.77084 -1.41303 0.12738
10 H 2.19529 -0.31041 -1.26998
11 H 0.60596 -1.69634 0.97094
12 H 0.21058 -1.92282 -0.83444
13 H 0.38785 1.67402 -0.45966
14 H -2.57634 -0.47464 -1.05756
15 H -1.52179 0.87881 -1.56863
16 H -0.63171 1.31508 1.64355
17 H -1.71937 -0.02785 2.11482

Values from the calculation:
Structure (SMILES) ... C=C1COC1.[H][H].C=O
Molar mass ... 102.13 g mol⁻¹
Spin multiplicity ... 1
Total energy ... -9438.0375 eV
Orbital gap ... 10.1 eV
HOMO level ... -9.49 eV



[2]
The following is a quantum chemistry calculation of 2 unconnected molecules or ions with the total composition C6H9OP in a non-equilibrium geometry, from the OMol25 dataset.

CARTESIAN COORDINATES (ANGSTROEM)
1 C -1.31635 0.47849 2.10109
2 C -1.79891 1.10195 0.95327
3 C -0.14934 -0.28547 2.13143
4 C 0.64195 -0.53443 1.03606
5 C -1.19363 1.02460 -0.28046
6 C 1.41000 0.46854 -1.70444
7 O 1.09443 -2.55042 -2.52768
8 P 0.09584 -0.11593 -0.56616
9 H -1.85132 0.62881 3.02900
10 H -2.66877 1.73886 1.05623
11 H 0.18017 -0.65796 3.09300
12 H 1.53961 -1.12972 1.13102
13 H -1.61925 1.54671 -1.12665
14 H 0.98831 1.19604 -2.39449
15 H 2.23295 0.91048 -1.14574
16 H 1.74198 -0.41292 -2.25625
17 H 0.67232 -3.40766 -2.52922

Values from the calculation:
Molar mass ... 128.11 g mol⁻¹
Spin multiplicity ... 3
Total energy ... -17699.7303 eV
Orbital gap (alpha / beta) ... 6.9 / 6.3 eV
HOMO level (alpha / beta) ... -5.96 / -8.52 eV



[3]
The following is a quantum chemistry calculation of a molecular structure, C45H37BF4N2O4P2S2Sc in a non-equilibrium geometry, from the OMol25 dataset.

CARTESIAN COORDINATES (ANGSTROEM)
1 Sc -0.52670 -0.23937 0.13626
2 S 1.48529 -1.10068 1.91054
3 P 1.85251 0.83582 1.57076
4 C 0.89652 1.48939 0.28446
5 P 0.01925 2.95327 0.54471
6 S -1.87409 2.85099 1.13255
7 C 0.88676 4.29105 1.46628
8 C 0.29002 4.94717 2.53433
9 C 0.97062 5.96346 3.19723
10 C 2.24675 6.32853 2.79410
11 C 2.84637 5.67667 1.72432
12 C 2.17025 4.66225 1.06549
13 C 0.03024 3.76455 -1.11902
14 C 0.38089 3.05681 -2.26331
15 C 0.37874 3.68771 -3.50621
16 C 0.02017 5.02493 -3.61549
17 C -0.34211 5.73446 -2.47655
18 C -0.33942 5.10482 -1.23957
19 C 3.62235 0.95789 1.07819
20 C 3.98359 1.71907 -0.02560
21 C 5.32303 1.85717 -0.37727
22 C 6.30491 1.22026 0.36778
23 C 5.94613 0.42044 1.44706
24 C 4.61057 0.28622 1.79768
25 C 1.79374 1.67795 3.19404
26 C 0.58196 1.57466 3.88114
27 C 0.44208 2.13039 5.14205
28 C 1.50924 2.79856 5.72801
29 C 2.71296 2.91027 5.04726
30 C 2.85960 2.35087 3.78253
31 H -0.71203 4.65543 2.82693
32 H 0.50017 6.46936 4.03374
33 H 2.77957 7.11645 3.31479
34 H 3.84354 5.95931 1.40622
35 H 2.63017 4.15556 0.22544
36 H 0.67617 2.01861 -2.16307
37 H 0.68479 3.13921 -4.39230
38 H 0.02884 5.51759 -4.58152
39 H -0.61763 6.77973 -2.55329
40 H -0.63136 5.64942 -0.34834
41 H 3.19090 2.17631 -0.60882
42 H 5.60093 2.46587 -1.23031
43 H 7.34999 1.33617 0.10292
44 H 6.71012 -0.09983 2.01351
45 H 4.31352 -0.35175 2.62274
46 H -0.24844 1.03908 3.43499
47 H -0.50248 2.03927 5.66646
48 H 1.40421 3.23955 6.71356
49 H 3.54949 3.43186 5.50004
50 H 3.80143 2.44135 3.25686
51 O 1.85915 -2.84187 -1.87138
52 C 0.91409 -2.29680 -1.32482
53 O 0.69708 -1.03297 -1.23070
54 C -0.20957 -3.15109 -0.75235
55 C -0.22963 -4.52225 -0.92663
56 C -1.35618 -5.22159 -0.52799
57 C -2.42076 -4.52143 0.02236
58 C -2.30083 -3.15360 0.19129
59 N -1.21650 -2.48067 -0.18576
60 H 0.63125 -5.00091 -1.37233
61 H -1.40932 -6.29696 -0.64617
62 H -3.32566 -5.02823 0.33046
63 H -3.09513 -2.58115 0.65470
64 C 1.95167 -0.37370 -3.60210
65 O 0.65296 0.12488 -3.93237
66 C -0.35484 -0.77922 -3.99404
67 C -0.18543 -2.12617 -4.26405
68 C -1.28274 -2.97399 -4.25992
69 C -2.54744 -2.47731 -3.98770
70 C -2.71890 -1.12577 -3.74235
71 C -1.63057 -0.26794 -3.75848
72 N -1.74331 1.13943 -3.65948
73 C -2.73843 1.86421 -3.21195
74 C -3.66921 1.49447 -2.23409
75 C -4.96444 2.07932 -2.23165
76 C -5.85639 1.79790 -1.24476
77 C -5.45014 0.96713 -0.16913
78 C -4.19248 0.44040 -0.10526
79 C -3.24716 0.67482 -1.13767
80 O -2.02908 0.31076 -1.05942
81 H 2.42211 -0.84526 -4.46819
82 H 1.88834 -1.08110 -2.77208
83 H 2.53819 0.49104 -3.30058
84 H 0.80324 -2.52698 -4.43181
85 H -1.13258 -4.03068 -4.43972
86 H -3.40285 -3.13927 -3.95378
87 H -3.70963 -0.73376 -3.55831
88 H -0.94841 1.64285 -4.03763
89 H -2.79457 2.86322 -3.63614
90 H -5.24097 2.72490 -3.05958
91 H -6.85558 2.21211 -1.26794
92 H -6.13981 0.77408 0.64442
93 H -3.87805 -0.13651 0.75451
94 F -2.02044 -0.46767 4.09160
95 B -2.26620 -1.22885 2.97813
96 F -1.67258 -2.47877 2.98977
97 F -3.62425 -1.29660 2.64900
98 F -1.63832 -0.47823 1.79777

Values from the calculation:
Net charge ... -1
Molar mass ... 927.64 g mol⁻¹
Spin multiplicity ... 1
Total energy ... -130945.7455 eV
Orbital gap ... 5.4 eV
HOMO level ... -4.33 eV



[4]
The following is a quantum chemistry calculation of a molecular structure, C25H23ClCoNS, from the OMol25 dataset.

CARTESIAN COORDINATES (ANGSTROEM)
1 Co -0.35536 -0.01667 2.34979
2 C -1.34845 1.77911 3.34948
3 C -0.84172 0.84618 4.28246
4 C -1.32309 -0.46323 4.30741
5 C -2.28437 -0.86556 3.36282
6 C -2.74805 0.04729 2.41769
7 C -2.29622 1.37972 2.42308
8 H -0.96924 2.79137 3.34506
9 H -0.08430 1.15474 4.98832
10 H -0.93723 -1.17123 5.02694
11 H -2.62872 -1.88958 3.33348
12 H -3.45354 -0.28006 1.66638
13 H -2.66353 2.07858 1.68366
14 Cl 1.32436 -2.25840 2.70096
15 C 2.46356 -1.45554 1.65210
16 C 3.31126 -2.21671 0.87088
17 C 4.17012 -1.57345 -0.00932
18 C 4.15716 -0.18895 -0.09445
19 C 3.29683 0.55100 0.70655
20 C 2.43263 -0.06303 1.61195
21 C 1.48206 0.71008 2.46318
22 H 3.29273 -3.29550 0.94435
23 H 4.84200 -2.15465 -0.62622
24 H 4.82433 0.31740 -0.77955
25 H 3.29845 1.63352 0.64424
26 H 1.51147 1.76702 2.18881
27 H 1.77247 0.63184 3.51422
28 N -0.12237 -0.24872 0.42559
29 S -1.29597 -0.41517 -0.63930
30 C -1.53881 1.15842 -1.46958
31 C -2.41973 1.22468 -2.54179
32 C -2.63378 2.44745 -3.15663
33 C -1.97802 3.58370 -2.69426
34 C -1.10999 3.50221 -1.61599
35 C -0.88828 2.28075 -0.98965
36 C -0.62650 -1.37214 -1.97831
37 C 0.35774 -0.84225 -2.80269
38 C 0.91445 -1.65332 -3.77701
39 C 0.48234 -2.96777 -3.92115
40 C -0.50368 -3.48198 -3.09273
41 C -1.06437 -2.68176 -2.10630
42 H 0.77301 -0.06260 -0.01722
43 H -2.91903 0.33231 -2.90136
44 H -3.31095 2.51509 -3.99734
45 H -2.14764 4.53618 -3.17826
46 H -0.60234 4.38869 -1.25921
47 H -0.21908 2.19642 -0.14146
48 H 0.67574 0.18789 -2.69431
49 H 1.68116 -1.25765 -4.42943
50 H 0.91857 -3.59289 -4.68896
51 H -0.83811 -4.50364 -3.21098
52 H -1.83001 -3.06920 -1.44593

Values from the calculation:
Net charge ... +1
Molar mass ... 463.92 g mol⁻¹
Spin multiplicity ... 2
Total energy ... -88766.0507 eV
Orbital gap (alpha / beta) ... 8.4 / 8.7 eV
HOMO level (alpha / beta) ... -11.26 / -11.16 eV



[5]
The following is a quantum chemistry calculation of a molecular structure, C28H37BCl3F4IrN3O6SeSi, from the OMol25 dataset.

CARTESIAN COORDINATES (ANGSTROEM)
1 Ir -0.44169 0.37929 -1.53063
2 O -0.41270 0.96544 -3.51325
3 C -1.02535 1.95307 -3.95554
4 C -1.50921 3.05125 -3.19430
5 C -2.24628 4.04421 -3.86392
6 C -2.61498 5.17204 -3.19370
7 C -2.23975 5.38188 -1.85704
8 C -1.50362 4.43945 -1.19733
9 C -1.13528 3.22713 -1.83138
10 O -0.43554 2.37357 -1.15185
11 N -3.39881 6.19783 -3.88847
12 O -3.70649 5.98476 -5.04362
13 O -3.67884 7.20242 -3.26618
14 H -1.14737 1.99027 -5.04247
15 H -2.52161 3.92040 -4.90295
16 H -2.54467 6.29620 -1.36838
17 H -1.20322 4.58014 -0.16823
18 C 0.82271 -5.23204 0.66365
19 C 0.24502 -3.92185 1.17852
20 C 0.84471 -3.55406 2.52976
21 C 0.44152 -2.16069 3.00651
22 N 1.38850 -1.13436 2.57612
23 C 1.24400 -0.22588 1.60361
24 Se -0.44167 0.21239 0.83759
25 N 2.37284 0.47340 1.47191
26 C 2.63901 1.53960 0.50872
27 C 2.82890 2.90557 1.15419
28 C 1.60131 3.46539 1.87694
29 C 1.34407 2.87396 3.26261
30 C 3.31543 -0.03881 2.35003
31 C 4.65564 0.26620 2.54567
32 C 5.31922 -0.46215 3.51123
33 C 4.67528 -1.46477 4.25162
34 C 3.34983 -1.78289 4.03691
35 C 2.68721 -1.04814 3.06297
36 H 0.34930 -5.53688 -0.26831
37 H 0.67323 -6.03684 1.38766
38 H 1.89256 -5.12490 0.47880
39 H -0.84321 -3.99941 1.28073
40 H 0.44700 -3.12129 0.45747
41 H 1.93308 -3.60944 2.45204
42 H 0.53348 -4.27953 3.28610
43 H 0.37298 -2.09683 4.09299
44 H -0.53108 -1.88448 2.60014
45 H 1.79166 1.57278 -0.17394
46 H 3.50649 1.22431 -0.06765
47 H 3.10770 3.58045 0.34110
48 H 3.68122 2.88546 1.83932
49 H 0.72007 3.33305 1.24003
50 H 1.74136 4.54354 1.98648
51 H 0.96443 1.85275 3.22063
52 H 0.60652 3.46750 3.80412
53 H 2.26051 2.86168 3.85698
54 H 5.16210 1.01405 1.95340
55 H 6.36717 -0.26626 3.69275
56 H 5.23760 -2.01331 4.99496
57 H 2.86199 -2.57772 4.58377
58 F 1.83926 -1.45374 -0.81988
59 B 3.02091 -2.28049 -0.81896
60 F 4.13647 -1.42876 -0.93975
61 F 2.95747 -3.19503 -1.84577
62 F 3.06264 -2.93713 0.43040
63 C -3.26110 -2.61813 -1.00858
64 Si -3.60239 -0.84929 -0.54113
65 C -5.29050 -0.31787 -1.16573
66 C -3.62779 -0.71148 1.33033
67 C -2.49558 0.42661 -1.42163
68 H -4.03963 -3.25577 -0.58078
69 H -2.29811 -2.96488 -0.62784
70 H -3.27032 -2.75741 -2.08875
71 H -6.07003 -0.95694 -0.74429
72 H -5.35045 -0.39281 -2.25335
73 H -5.51729 0.71257 -0.88272
74 H -4.52721 -1.21923 1.68991
75 H -3.66829 0.32200 1.68147
76 H -2.76971 -1.19577 1.79389
77 H -2.78246 1.41304 -1.03730
78 H -2.79088 0.36725 -2.47038
79 Cl 1.27597 -2.69617 -4.51901
80 C -0.36285 -3.08517 -4.00195
81 Cl -1.31696 -3.60919 -5.39103
82 Cl -0.33463 -4.37086 -2.78541
83 C -1.00968 -1.82896 -3.34816
84 O -2.05737 -1.38943 -3.74870
85 O -0.25379 -1.38589 -2.38376

Values from the calculation:
Molar mass ... 1004.04 g mol⁻¹
Spin multiplicity ... 2
Total energy ... -171573.3534 eV
Orbital gap (alpha / beta) ... 7.6 / 6.4 eV
HOMO level (alpha / beta) ... -9.31 / -9.22 eV